# 1
{
  "formula": "C32H64BeBr4FINO6SSi",
  "method": "the ωB97M-V functional and the def2-TZVPD basis",
  "species": ["C", "C", "C", "C", "C", "C", "C", "C", "C", "C", "C", "N", "C", "C", "C", "C", "I", "C", "Si", "C", "C", "C", "O", "C", "C", "C", "C", "O", "C", "C", "C", "C", "O", "O", "H", "H", "H", "H", "H", "H", "H", "H", "H", "H", "H", "H", "H", "H", "H", "H", "H", "H", "H", "H", "H", "H", "H", "H", "H", "H", "H", "H", "H", "H", "H", "H", "H", "H", "H", "H", "H", "H", "H", "H", "H", "H", "H", "H", "H", "H", "H", "H", "H", "H", "H", "H", "H", "H", "H", "C", "Br", "Br", "Br", "H", "C", "C", "C", "S", "O", "O", "C", "H", "H", "H", "H", "H", "H", "H", "H", "F", "Be", "Br"],
  "coordinates": [[8.227, 2.090, 1.113], [6.759, 2.449, 0.947], [6.174, 3.225, 2.143], [5.254, 4.390, 1.763], [4.117, 4.007, 0.796], [2.980, 5.056, 0.819], [1.574, 4.529, 1.202], [0.485, 4.836, 0.157], [-0.629, 3.782, -0.052], [-0.888, 3.466, -1.539], [-1.023, 2.035, -2.053], [-0.118, 0.928, -1.568], [-0.499, 0.211, -0.283], [-1.908, 0.420, 0.239], [-2.950, -0.388, -0.544], [-2.857, -1.889, -0.264], [-4.898, 0.337, -0.060], [0.643, 0.501, 0.697], [1.193, -1.014, 1.738], [1.645, -2.507, 0.685], [-0.209, -1.522, 2.883], [2.689, -0.555, 2.747], [1.663, 1.169, -0.078], [1.415, 1.094, -1.447], [2.021, -0.209, -2.000], [3.441, -0.479, -1.511], [4.014, -1.766, -2.138], [4.907, -1.505, -3.211], [2.037, 2.288, -2.149], [1.727, 2.450, -3.652], [2.967, 2.373, -4.572], [2.706, 1.500, -5.774], [2.472, 1.922, -6.859], [2.765, 0.160, -5.500], [8.846, 2.684, 0.216], [8.682, 2.407, 2.051], [8.476, 1.042, 0.944], [6.234, 1.495, 0.814], [6.617, 3.009, 0.014], [7.009, 3.645, 2.714], [5.656, 2.538, 2.820], [5.849, 5.203, 1.336], [4.785, 4.729, 2.694], [3.756, 3.003, 1.051], [4.542, 3.977, -0.214], [3.274, 5.848, 1.512], [2.907, 5.525, -0.168], [1.628, 3.467, 1.473], [1.283, 5.052, 2.120], [0.943, 5.100, -0.803], [-0.007, 5.754, 0.494], [-1.545, 4.243, 0.328], [-0.461, 2.899, 0.569], [-0.164, 4.002, -2.154], [-1.857, 3.895, -1.819], [-0.877, 2.081, -3.133], [-2.043, 1.677, -1.918], [-0.217, 0.214, -2.290], [-0.435, -0.858, -0.522], [-1.957, 0.093, 1.280], [-2.190, 1.476, 0.222], [-2.843, -0.245, -1.623], [-3.772, -2.408, -0.551], [-2.613, -2.095, 0.781], [-2.062, -2.335, -0.876], [0.325, 1.258, 1.430], [0.970, -2.655, -0.166], [2.677, -2.466, 0.329], [1.527, -3.392, 1.318], [-1.062, -0.841, 2.904], [0.183, -1.644, 3.896], [-0.600, -2.491, 2.549], [2.420, 0.138, 3.552], [3.121, -1.454, 3.197], [3.451, -0.061, 2.136], [2.053, -0.182, -3.098], [1.397, -1.073, -1.728], [3.472, -0.567, -0.423], [4.121, 0.327, -1.808], [4.549, -2.329, -1.364], [3.218, -2.389, -2.551], [5.681, -1.051, -2.855], [1.789, 3.192, -1.589], [3.116, 2.169, -2.013], [1.191, 3.382, -3.838], [1.059, 1.640, -3.968], [3.212, 3.353, -4.985], [3.838, 2.001, -4.026], [1.952, -0.262, -5.815], [-4.423, -4.441, 2.114], [-5.181, -2.817, 2.808], [-2.510, -4.514, 2.395], [-5.323, -5.940, 2.855], [-4.592, -4.441, 1.046], [-10.580, -5.294, 1.962], [-11.363, -6.207, 1.005], [-10.336, -7.022, 0.207], [-8.894, -7.172, 1.273], [-7.797, -6.463, 0.658], [-8.730, -8.540, 1.694], [-9.526, -6.177, 2.619], [-11.227, -4.834, 2.706], [-10.091, -4.493, 1.403], [-12.001, -6.879, 1.581], [-12.007, -5.635, 0.338], [-10.683, -8.022, -0.041], [-10.017, -6.505, -0.696], [-8.704, -5.622, 3.071], [-9.969, -6.860, 3.344], [-7.215, -3.340, 3.601], [1.910, 2.987, 3.553], [10.255, 3.128, -0.617]],
  "atomic_forces_ev_per_a": [[-0.2480, -0.3387, 0.2976], [0.1113, -0.2045, 0.0636], [0.3639, 0.3354, -0.1868], [-0.3406, -0.5947, 0.1586], [0.3318, 0.3839, 0.0371], [0.0080, -0.2126, -0.1367], [0.1211, 0.5957, -0.0173], [-0.1223, 0.1274, 0.1271], [-0.2195, 0.3680, 0.1608], [-0.1155, 0.0830, -0.0144], [-0.1255, 0.3530, -0.2053], [-0.2255, -0.0385, -0.2380], [0.2125, -0.9838, 0.5691], [-0.4463, 0.4635, -0.4272], [0.1463, -0.4718, 0.0001], [0.2888, -0.0450, -0.2696], [-0.0573, 0.1071, 0.0114], [-0.2606, 0.6148, 0.1282], [0.3978, -0.4693, 0.3245], [-0.2713, 0.1658, -0.1075], [-0.1292, -0.0723, -0.4478], [-0.0010, 0.3016, -0.0480], [-0.2277, 0.3779, 0.0706], [0.7542, -0.8175, -0.0409], [0.0135, -0.1674, -0.3840], [0.1481, -0.3063, -0.1260], [0.4027, 0.1481, 0.1561], [-0.1366, 0.1787, 0.0059], [-0.1210, 0.6636, 0.1679], [0.0448, -0.5972, -0.0544], [0.3325, 0.3408, -0.1187], [0.2845, -0.0284, 0.1573], [-0.3965, 0.1693, -0.4875], [-0.6264, -0.0485, 0.8810], [-0.2633, -0.2791, 0.5543], [0.0656, 0.2263, -0.2113], [0.0398, 0.1442, -0.2318], [-0.1132, 0.1711, -0.1471], [-0.0370, -0.0213, 0.0945], [-0.1242, -0.0670, 0.0557], [-0.0116, 0.0012, -0.1031], [-0.1369, 0.0400, 0.1217], [0.1884, 0.2339, -0.0959], [-0.0964, 0.0918, -0.1048], [-0.1415, -0.2914, 0.0478], [-0.0921, 0.0028, -0.1206], [0.0396, 0.0415, 0.1160], [-0.1065, 0.0503, -0.5516], [-0.0682, -0.2751, 0.0325], [0.0297, -0.1734, 0.0675], [0.1108, 0.0160, -0.2343], [-0.0055, -0.3442, 0.1278], [0.1378, 0.0582, -0.2341], [0.0559, -0.1183, 0.0581], [0.1495, 0.0581, -0.0185], [0.0415, -0.1113, 0.0413], [0.1507, -0.0971, 0.1765], [-0.0305, 0.1195, -0.0064], [0.0470, 0.1836, -0.2802], [0.1548, 0.0923, -0.0522], [0.1913, -0.0445, 0.1695], [-0.1428, 0.1755, 0.1136], [0.0376, 0.0532, 0.1338], [-0.2489, 0.0439, -0.0518], [-0.0034, 0.0318, 0.1103], [-0.0854, -0.1267, -0.0211], [0.1289, -0.0611, 0.0323], [-0.1480, -0.0920, -0.0085], [0.1200, 0.0426, -0.0344], [0.1263, 0.0281, 0.2300], [-0.1197, 0.0425, -0.0340], [0.0699, 0.1868, 0.1489], [0.0608, -0.1062, -0.0449], [-0.0153, 0.0760, -0.0476], [0.0228, -0.0866, 0.0587], [-0.0970, 0.0712, 0.1174], [0.0623, 0.1207, 0.0788], [-0.0902, 0.1939, -0.1016], [-0.1412, 0.0354, 0.1555], [-0.2066, -0.1228, -0.0465], [0.1138, -0.0347, 0.0755], [-0.0848, -0.1584, -0.1214], [-0.0549, -0.0687, -0.0175], [-0.1536, -0.0436, 0.0653], [0.0449, -0.0646, 0.0182], [-0.0686, 0.1110, 0.0573], [0.0348, -0.0365, 0.2261], [-0.0952, -0.0834, -0.0702], [0.4502, -0.0856, -0.5958], [-0.2445, -0.1755, -0.0838], [-0.0567, 0.1378, 0.1221], [-0.0754, -0.0353, 0.0632], [0.1196, -0.1775, 0.0871], [0.0147, 0.0054, -0.0038], [-0.0158, -0.0358, -0.0888], [0.0410, 0.0195, 0.0248], [-0.2470, 0.0612, 0.0189], [-0.1299, 0.0577, 0.0923], [0.1037, -0.0587, -0.1217], [0.1327, 0.0264, -0.0344], [-0.0591, 0.1278, 0.0878], [0.0003, 0.0080, -0.0033], [0.0171, 0.0094, 0.0255], [0.0181, -0.0055, 0.0114], [-0.0093, -0.0108, 0.0024], [0.0702, -0.0216, -0.0101], [0.0846, -0.0028, 0.0283], [0.0460, -0.0287, -0.0591], [0.0176, -0.0264, -0.0133], [0.1715, 0.0181, -0.1341], [0.0823, -0.2112, 0.5955], [0.3350, 0.1881, -0.3113]],
  "total_energy_ha": -13159.303456,
  "mol_weight_g_mol": 1093.55,
  "total_charge": 1
}



# 2
{
  "formula": "C32H65BF5N2O17S",
  "method": "the ωB97M-V functional and the def2-TZVPD basis",
  "species": ["C", "N", "C", "N", "C", "C", "F", "F", "C", "F", "F", "C", "C", "C", "C", "O", "C", "C", "O", "C", "O", "O", "C", "C", "B", "O", "O", "S", "O", "O", "F", "H", "H", "H", "H", "H", "H", "H", "H", "H", "H", "H", "H", "H", "H", "H", "H", "H", "H", "H", "H", "H", "H", "H", "C", "O", "C", "C", "O", "C", "C", "O", "C", "H", "H", "H", "H", "H", "H", "H", "H", "H", "H", "H", "H", "H", "H", "C", "O", "C", "C", "O", "C", "C", "O", "C", "H", "H", "H", "H", "H", "H", "H", "H", "H", "H", "H", "H", "H", "H", "C", "O", "C", "C", "O", "C", "C", "O", "C", "H", "H", "H", "H", "H", "H", "H", "H", "H", "H", "H", "H", "H", "H"],
  "coordinates": [[-2.894, 3.359, -0.110], [-1.442, 3.340, 0.175], [-0.995, 4.418, 0.989], [0.012, 4.024, 2.076], [1.150, 3.435, 1.924], [1.688, 3.046, 0.526], [2.931, 2.588, 0.668], [0.943, 2.054, 0.041], [1.717, 4.227, -0.479], [1.964, 5.362, 0.234], [2.710, 4.040, -1.333], [1.874, 3.108, 3.212], [3.342, 3.584, 3.345], [3.913, 3.268, 4.749], [4.350, 4.490, 5.566], [3.400, 4.643, 6.638], [3.516, 5.803, 7.355], [2.199, 6.486, 7.599], [4.565, 6.187, 7.744], [1.718, 1.551, 3.363], [2.993, 0.946, 3.390], [2.970, -0.083, 4.378], [1.027, 3.911, 4.234], [-0.255, 4.342, 3.517], [-0.553, 5.954, 3.678], [0.425, 6.741, 4.216], [-1.745, 6.406, 3.221], [-1.663, 3.292, 4.101], [-2.506, 2.977, 3.009], [-1.185, 2.327, 5.023], [-2.395, 4.372, 4.973], [-3.435, 2.878, 0.705], [-3.285, 4.375, -0.260], [-3.075, 2.815, -1.043], [-0.949, 3.301, -0.709], [-1.833, 4.833, 1.544], [-0.503, 5.240, 0.451], [0.780, 4.333, -1.031], [3.358, 4.672, 3.187], [3.980, 3.155, 2.580], [3.151, 2.767, 5.357], [4.746, 2.567, 4.647], [4.352, 5.409, 4.965], [5.357, 4.364, 5.974], [2.372, 7.561, 7.675], [1.487, 6.274, 6.800], [1.783, 6.137, 8.551], [1.146, 1.309, 4.265], [1.156, 1.125, 2.517], [3.513, 0.312, 5.082], [1.582, 4.797, 4.548], [0.844, 3.332, 5.137], [0.778, 7.440, 3.649], [-2.068, 7.214, 3.647], [-5.406, 5.749, -0.871], [-4.957, 4.412, -0.835], [-6.012, 3.478, -1.012], [-5.492, 2.167, -1.552], [-5.166, 2.189, -2.931], [-3.971, 2.838, -3.316], [-2.715, 2.069, -2.984], [-2.423, 2.183, -1.598], [-1.624, 1.142, -1.096], [-6.079, 5.974, -0.037], [-4.528, 6.390, -0.799], [-5.928, 5.968, -1.809], [-6.764, 3.879, -1.701], [-6.498, 3.286, -0.045], [-6.301, 1.439, -1.470], [-4.654, 1.814, -0.944], [-3.911, 3.849, -2.905], [-4.028, 2.913, -4.404], [-1.883, 2.479, -3.573], [-2.847, 1.016, -3.258], [-2.052, 0.151, -1.278], [-1.561, 1.286, -0.018], [-0.611, 1.162, -1.515], [1.218, -5.624, -5.743], [1.435, -4.266, -5.434], [1.357, -3.419, -6.564], [1.005, -2.010, -6.147], [-0.356, -1.833, -5.791], [-0.772, -2.319, -4.530], [-0.337, -1.459, -3.369], [1.029, -1.621, -3.002], [1.449, -0.396, -2.458], [2.008, -6.024, -6.390], [1.225, -6.173, -4.804], [0.249, -5.771, -6.234], [0.602, -3.787, -7.269], [2.328, -3.397, -7.079], [1.154, -1.366, -7.015], [1.676, -1.675, -5.351], [-0.467, -3.356, -4.372], [-1.863, -2.284, -4.562], [-0.937, -1.702, -2.481], [-0.497, -0.402, -3.620], [1.377, 0.409, -3.201], [2.486, -0.489, -2.137], [0.833, -0.123, -1.592], [0.236, -12.969, -0.919], [0.428, -11.611, -0.599], [1.702, -11.350, -0.043], [2.100, -9.907, -0.254], [2.509, -9.605, -1.577], [1.497, -9.453, -2.556], [0.752, -8.141, -2.478], [-0.196, -8.148, -1.427], [-0.506, -6.857, -0.962], [0.248, -13.603, -0.025], [-0.737, -13.055, -1.398], [1.008, -13.327, -1.611], [2.458, -12.002, -0.499], [1.683, -11.550, 1.038], [2.985, -9.725, 0.361], [1.303, -9.240, 0.084], [0.794, -10.289, -2.544], [2.029, -9.465, -3.510], [0.228, -7.978, -3.431], [1.473, -7.325, -2.335], [0.394, -6.325, -0.631], [-1.183, -6.970, -0.117], [-1.000, -6.254, -1.734]],
  "atomic_forces_ev_per_a": [[-1.5750, 5.4007, 6.4342], [0.3018, 1.1746, 0.6702], [-0.4221, 0.1414, -0.3454], [0.3778, -0.4689, 0.3663], [0.0482, 0.4052, -0.1438], [-0.1445, 0.5397, 0.5288], [0.3717, -0.1437, 0.1188], [-0.1251, -0.5731, -0.3434], [-0.2135, 0.0682, 0.2554], [0.0068, 0.0649, 0.0083], [0.3505, -0.0968, -0.3760], [-0.2993, 0.1093, 0.0690], [0.0832, 0.0872, -0.1569], [-0.0912, 0.0800, 0.0752], [0.3338, -0.2490, 0.2360], [-0.5817, 0.2011, -0.6459], [-0.6500, -0.4220, -0.0542], [-0.1683, -0.0279, 0.1099], [1.0461, 0.6089, 0.1807], [-0.1440, -0.0408, -0.1663], [0.0763, -0.0335, 0.0806], [0.0314, 0.0407, 0.0910], [0.2950, -0.0173, 0.0900], [-0.0122, 0.0519, 0.2680], [-0.3081, 0.1246, -0.2135], [0.3206, -0.3679, -0.3478], [-0.0166, -0.1343, 0.3778], [0.1419, 0.3912, -0.1089], [-0.0180, -0.0503, 0.1301], [-0.0511, -0.1387, -0.1265], [0.0488, -0.1257, -0.0116], [0.0495, 0.2869, 0.3523], [1.0468, -0.2684, 0.8310], [-3.1137, 3.3177, 3.8065], [0.1175, 0.1847, 0.2002], [0.1143, -0.0765, -0.1087], [-0.0111, -0.0562, 0.1740], [0.0519, 0.0309, 0.0647], [-0.1063, -0.1775, -0.0291], [-0.0810, -0.0915, 0.0529], [0.1792, -0.0279, -0.0533], [-0.1040, 0.1326, -0.0261], [0.0025, -0.1171, 0.0479], [-0.1626, 0.0094, 0.0131], [-0.0041, -0.1572, 0.0609], [0.0653, 0.0013, 0.1176], [0.0487, 0.0448, -0.1679], [0.2351, 0.0854, -0.0725], [-0.0255, 0.0698, 0.0945], [-0.0349, -0.0977, -0.1033], [-0.0853, -0.0768, -0.1240], [-0.1590, 0.0761, -0.1104], [-0.3196, 0.1785, 0.3602], [0.1827, 0.0536, -0.3674], [-0.1516, 0.0177, 0.0748], [-1.8438, 0.4274, -0.7920], [-0.1211, 0.0830, 0.0797], [-0.1622, -0.1334, 0.0493], [0.0550, 0.0035, -0.0771], [-0.2089, 0.1750, -0.1122], [0.2506, -0.5096, -1.1460], [5.5518, -8.4950, -10.1205], [0.2371, -1.5332, 0.5267], [0.0057, -0.0128, -0.0100], [0.0401, 0.0207, 0.0217], [0.0154, 0.0156, 0.0013], [0.0056, -0.0387, -0.0221], [-0.0390, 0.0369, -0.0319], [0.0516, -0.0078, 0.0199], [-0.2134, -0.0768, -0.0098], [-0.0462, 0.0393, -0.0217], [0.0392, 0.0239, 0.0561], [-0.0116, -0.0780, 0.0609], [-0.0321, 0.0736, 0.0090], [-0.1407, 0.1570, -0.2786], [-0.0243, -0.1852, -0.2535], [-0.3291, 0.2091, -0.0631], [0.1096, -0.0428, 0.0251], [-0.1824, 0.0512, 0.0466], [0.0777, -0.0520, 0.0046], [0.1189, 0.0264, -0.0722], [-0.0535, 0.0661, 0.0008], [0.0386, -0.1480, 0.0638], [0.0008, -0.1794, 0.2284], [-0.2167, 0.4407, -0.3441], [0.5099, -0.1325, 0.2493], [-0.0197, 0.0123, -0.0259], [0.0198, -0.0048, -0.0078], [0.0101, 0.0039, -0.0197], [-0.0158, 0.0166, 0.0102], [-0.0325, -0.0327, -0.0550], [0.0145, 0.0195, 0.0265], [-0.0354, -0.0707, 0.0331], [0.0626, 0.0421, -0.0038], [0.0000, -0.0352, 0.0129], [-0.1958, 0.0331, -0.1107], [-0.2179, -0.0668, -0.1373], [0.0376, 0.0311, 0.0189], [-0.0091, -0.0557, -0.0061], [0.1539, -0.0656, 0.0432], [-0.0620, -0.0252, 0.0808], [0.0737, 0.0516, -0.1656], [-0.0442, -0.0458, 0.0648], [0.0186, 0.0022, 0.1182], [0.0371, 0.0241, -0.0132], [-0.0284, -0.0300, -0.1111], [-0.1340, 0.0526, -0.0374], [0.1779, -0.0068, 0.1401], [-0.0913, -0.0012, -0.0458], [0.0159, 0.0049, 0.0023], [-0.0032, -0.0067, 0.0141], [0.0036, 0.0037, 0.0028], [0.0058, 0.0202, -0.0147], [0.0432, -0.0592, -0.0113], [-0.0205, 0.0343, 0.0097], [-0.0377, -0.0536, -0.0578], [-0.0202, 0.0452, 0.0708], [-0.0150, -0.0368, -0.0045], [0.0587, 0.0472, -0.0264], [0.0153, -0.0157, 0.0069], [0.0034, -0.0036, -0.0029], [-0.0108, 0.0053, -0.0122], [0.0110, -0.0007, -0.0130]],
  "total_energy_ha": -3568.595281,
  "mol_weight_g_mol": 887.74,
  "total_charge": 1
}